(1)
Density functional theory data (ωB97M-V/def2-TZVPD) for C18H26BrCrNO7PS as an isolated structure.

Each line ends with the Löwdin charge.
Positions of all 56 atoms, in Å:
Br (4.075, -0.675, -1.874)  0.0207
Cr (2.302, 0.702, -0.655)  0.4420
S (-2.230, -1.388, 0.559)  0.6166
P (2.294, -1.097, 1.765)  0.8534
O (-0.714, 0.045, -3.377)  0.0338
O (2.233, -0.636, 3.307)  -0.3240
O (-1.947, -0.678, 1.781)  -0.3029
O (3.339, 0.007, 1.161)  -0.5098
O (3.264, -2.385, 1.990)  -0.3347
O (-2.844, -2.689, 0.648)  -0.3062
O (0.920, 0.716, -2.034)  -0.1795
N (-0.841, -1.423, -0.261)  -0.1385
C (-3.273, -0.417, -0.483)  -0.2746
C (1.821, 2.930, -0.205)  -0.2525
C (4.634, 0.305, 1.705)  -0.0770
C (0.497, -1.651, -2.266)  -0.1169
C (-2.764, 0.691, -1.147)  -0.0354
C (1.016, -0.888, 4.025)  -0.1192
C (3.570, -3.162, 0.823)  -0.1426
C (-5.450, 0.025, -1.367)  -0.0445
C (1.259, 2.252, 1.911)  -0.1658
C (2.825, 3.363, 0.684)  -0.1617
C (0.851, 2.208, 0.561)  -0.2243
C (-4.962, 1.140, -2.041)  -0.2698
C (-3.611, 1.457, -1.925)  -0.0181
C (-5.867, 1.985, -2.897)  -0.0557
C (-0.682, -2.207, -1.484)  -0.2064
C (0.208, -0.189, -2.609)  -0.6541
C (-4.611, -0.762, -0.594)  -0.0542
C (2.466, 2.955, 1.982)  -0.1778
H (-1.590, -2.091, -2.077)  0.1228
H (-5.884, 3.018, -2.545)  0.0792
H (5.343, 0.249, 0.880)  0.0742
H (1.426, -1.752, -1.701)  0.0388
H (0.147, -0.565, 3.453)  0.0581
H (3.701, 3.934, 0.413)  0.0821
H (0.925, -1.949, 4.259)  0.0831
H (4.887, -0.424, 2.473)  0.0872
H (1.083, -0.321, 4.950)  0.0855
H (-3.202, 2.301, -2.468)  0.1243
H (3.036, 3.142, 2.883)  0.0833
H (3.938, -4.123, 1.174)  0.0806
H (2.678, -3.314, 0.209)  0.0711
H (1.737, 3.167, -1.258)  0.0936
H (-6.496, -0.241, -1.459)  0.1054
H (-0.024, -1.273, 0.322)  0.0472
H (-0.548, -3.269, -1.262)  0.1152
H (4.597, 1.309, 2.120)  0.0783
H (0.722, 1.814, 2.741)  0.0836
H (-0.093, 1.829, 0.190)  0.0782
H (-1.711, 0.933, -1.092)  0.0961
H (-5.516, 1.999, -3.930)  0.0813
H (-6.889, 1.606, -2.889)  0.0684
H (4.320, -2.659, 0.213)  0.0290
H (-4.977, -1.644, -0.088)  0.1086
H (0.613, -2.210, -3.195)  0.1249

Values from the calculation:
DFT total energy in eV: -153503.519
HOMO (spin up / spin down) in eV: -4.32 / -4.80
Expectation value of S²: 6.021
Energy relative to the best compared isomer or geometry (same formula, charge and spin) in kJ/mol: 94.6
LUMO (spin up / spin down) in eV: 2.684 / 2.682
Frontier orbital gap (spin up / spin down) in eV: 7.0 / 7.5
Net charge: -1
Multiplicity: 5

---

(2)
Density functional theory data (ωB97M-V/def2-TZVPD) for one molecule with the formula C18H26ClNO4S.

Each line ends with the Löwdin charge.
Positions of all 51 atoms, in Å:
Cl (5.791, -3.586, 0.379)  0.6800
S (2.856, 2.506, 0.597)  0.7133
O (1.011, 1.665, -1.378)  -0.0318
O (-4.133, 1.038, 0.420)  0.0596
O (3.628, 2.666, 1.795)  -0.3057
O (2.110, 3.656, 0.136)  -0.3204
N (-2.240, 0.650, -0.718)  -0.0542
C (-5.535, -2.962, 0.012)  -0.0827
C (4.001, 2.009, -0.757)  -0.1562
C (-5.035, -1.593, 0.463)  -0.4317
C (5.782, -0.921, 0.802)  -0.0858
C (1.708, 1.109, 0.861)  -0.1182
C (3.985, -0.438, -1.254)  -0.0422
C (5.286, -1.970, 0.041)  -0.6725
C (-0.588, 2.046, 0.410)  -0.0814
C (0.005, -0.252, -0.402)  -0.0770
C (0.544, 1.164, -0.141)  -0.5450
C (-1.224, -0.181, -1.314)  -0.1343
C (-1.793, 2.016, -0.532)  -0.1164
C (-4.805, -1.576, 1.972)  -0.0722
C (5.378, 0.371, 0.525)  -0.0277
C (-3.401, 0.245, -0.140)  -0.4374
C (4.387, -1.734, -0.988)  -0.0956
C (-3.744, -1.230, -0.281)  -0.0945
C (4.479, 0.628, -0.506)  -0.2925
H (-4.792, -3.729, 0.225)  0.0785
H (5.745, 1.191, 1.122)  0.1188
H (-5.741, -2.969, -1.057)  0.0737
H (2.319, 0.219, 0.738)  0.0990
H (1.166, 2.615, -1.254)  0.0781
H (-5.787, -0.837, 0.221)  0.1363
H (-3.864, -1.450, -1.345)  0.1276
H (-1.518, 2.433, -1.506)  0.1325
H (-4.048, -2.307, 2.253)  0.0796
H (0.782, -0.848, -0.882)  0.1204
H (4.009, -2.558, -1.573)  0.1065
H (-0.921, 0.277, -2.262)  0.1318
H (-2.622, 2.585, -0.112)  0.1239
H (-6.451, -3.221, 0.536)  0.0752
H (1.381, 1.189, 1.894)  0.1197
H (-0.894, 1.672, 1.388)  0.1352
H (-0.224, 3.068, 0.524)  0.1197
H (3.281, -0.247, -2.050)  0.1199
H (-1.603, -1.180, -1.517)  0.1138
H (-0.260, -0.713, 0.550)  0.1336
H (-4.479, -0.589, 2.287)  0.0710
H (-2.924, -1.837, 0.108)  0.1230
H (4.796, 2.749, -0.706)  0.1187
H (6.478, -1.118, 1.601)  0.1085
H (-5.726, -1.817, 2.497)  0.0774
H (3.445, 2.099, -1.685)  0.0999

Values from the calculation:
DFT total energy in eV: -52126.679
Structure (SMILES): CC(C)CC(=O)N1CCC(O)(CS(=O)(=O)Cc2ccc(Cl)cc2)CC1
HOMO in eV: -9.17
Energy relative to the best compared isomer or geometry (same formula, charge and spin) in kJ/mol: 0.0
LUMO in eV: 0.415
Frontier orbital gap in eV: 9.6
Multiplicity: 1

---

(3)
Density functional theory data (ωB97M-V/def2-TZVPD) for one molecule with the formula C18H26N2O4.

Each line ends with the Löwdin charge.
Positions of all 50 atoms, in Å:
O (5.407, -1.141, -0.345)  -0.0388
O (-5.421, 0.339, 1.125)  -0.1019
O (-2.518, -0.142, -0.573)  0.0564
O (-0.191, -4.022, 0.297)  0.0601
N (-0.871, -1.898, 0.606)  0.0727
N (-4.284, -1.559, -0.559)  0.0725
C (1.451, -2.308, 0.143)  -0.1427
C (5.681, 1.213, 0.280)  -0.1934
C (-3.030, -1.188, -0.227)  -0.4627
C (-5.224, -0.614, -1.113)  -0.1160
C (-5.856, 2.319, -0.130)  -0.1396
C (6.049, 3.640, 0.855)  -0.1149
C (-6.867, 1.221, -0.483)  -0.1245
C (-6.154, -0.052, -0.013)  -0.3300
C (0.072, -2.833, 0.333)  -0.4506
C (-2.274, -2.217, 0.607)  -0.0816
C (3.819, -2.710, 0.319)  0.0100
C (6.149, 2.573, -0.228)  -0.2705
C (4.090, -1.444, -0.211)  -0.2618
C (-4.922, 1.648, 0.898)  -0.1799
C (5.797, 0.138, -0.802)  -0.2037
C (3.024, -0.626, -0.577)  -0.0139
C (2.522, -3.134, 0.483)  -0.0082
C (1.722, -1.058, -0.399)  -0.0192
H (-6.347, 3.195, 0.289)  0.1050
H (6.666, 3.374, 1.710)  0.0719
H (6.846, 0.016, -1.090)  0.1319
H (-5.293, 2.633, -1.008)  0.1077
H (-0.666, -0.914, 0.502)  0.1184
H (-3.895, 1.592, 0.520)  0.1045
H (-4.631, 0.192, -1.548)  0.1264
H (6.385, 4.602, 0.475)  0.0677
H (-4.669, -2.386, -0.129)  0.1493
H (-2.392, -3.229, 0.208)  0.1283
H (4.653, -3.340, 0.586)  0.1191
H (3.192, 0.347, -1.012)  0.1059
H (-5.820, -1.095, -1.892)  0.1292
H (-4.916, 2.157, 1.864)  0.1201
H (5.541, 2.869, -1.086)  0.1097
H (0.919, -0.410, -0.723)  0.1143
H (-7.104, 1.189, -1.544)  0.1129
H (-2.678, -2.191, 1.628)  0.1386
H (2.308, -4.115, 0.881)  0.1198
H (-6.843, -0.837, 0.316)  0.1487
H (7.184, 2.495, -0.568)  0.1096
H (5.230, 0.424, -1.697)  0.1235
H (6.286, 0.908, 1.136)  0.1236
H (-7.790, 1.352, 0.081)  0.1138
H (4.645, 1.282, 0.618)  0.1104
H (5.021, 3.745, 1.195)  0.0720

Values from the calculation:
DFT total energy in eV: -30259.032
Structure (SMILES): CCCCOc1ccc(C(=O)NCC(=O)NC[C@@H]2CCCO2)cc1
HOMO in eV: -8.48
Energy relative to the best compared isomer or geometry (same formula, charge and spin) in kJ/mol: 31.0
LUMO in eV: 0.764
Frontier orbital gap in eV: 9.2
Multiplicity: 1

---

(4)
Density functional theory data (ωB97M-V/def2-TZVPD) for a 2-piece molecular cluster, C18H26N3O overall at a distorted geometry.

Each line ends with the Löwdin charge.
Positions of all 48 atoms, in Å:
O (0.948, 3.162, -0.056)  -0.1186
N (4.979, -0.671, 2.953)  -0.1808
N (-5.189, -0.665, 2.776)  -0.1873
N (-0.050, 2.199, -0.426)  -0.1341
C (5.776, -0.726, 1.741)  -0.0341
C (-3.691, 1.137, 3.386)  0.0070
C (1.150, 1.102, 2.774)  -0.2185
C (-1.589, -0.178, 2.090)  -0.0044
C (-5.761, -1.461, 1.706)  -0.0454
C (2.300, 1.724, 2.198)  -0.0103
C (2.639, -0.607, 3.693)  0.0141
C (-0.102, 1.755, 2.662)  0.0530
C (3.741, -0.076, 2.960)  -0.1910
C (-2.873, -0.688, 1.974)  0.0160
C (1.359, -0.120, 3.482)  0.0055
C (-2.470, 1.762, 3.279)  -0.0006
C (5.447, -1.495, 4.048)  -0.0485
C (-1.361, 1.105, 2.679)  -0.2424
C (-5.897, -0.701, 4.040)  -0.0376
C (3.525, 1.096, 2.178)  0.0079
C (-3.944, -0.084, 2.690)  -0.1946
C (-1.289, 2.933, -0.332)  -0.1174
H (4.351, 1.535, 1.617)  0.1149
H (5.607, -1.667, 1.189)  0.1078
H (2.183, 2.724, 1.787)  0.1119
H (0.500, -0.625, 3.929)  0.1270
H (4.993, -2.499, 4.050)  0.0976
H (-6.972, -0.634, 3.853)  0.0951
H (-5.698, -1.640, 4.584)  0.1057
H (5.222, -1.021, 5.013)  0.1027
H (6.841, -0.660, 1.986)  0.0978
H (2.822, -1.436, 4.389)  0.1173
H (-6.839, -1.548, 1.880)  0.0938
H (5.498, 0.102, 1.092)  0.0727
H (1.771, 2.701, -0.306)  0.0944
H (-5.592, -0.964, 0.741)  0.1027
H (-5.578, 0.128, 4.672)  0.0763
H (-0.108, 2.845, 2.729)  0.1446
H (-2.297, 2.755, 3.701)  0.1314
H (-4.498, 1.594, 3.968)  0.1180
H (-1.421, 3.409, 0.651)  0.0700
H (-1.286, 3.702, -1.117)  0.0915
H (-2.094, 2.218, -0.513)  0.0875
H (-5.337, -2.474, 1.660)  0.0940
H (-3.064, -1.596, 1.394)  0.1190
H (6.532, -1.602, 3.948)  0.0941
H (-0.009, 1.456, 0.271)  0.0673
H (-0.738, -0.740, 1.700)  0.1270

Values from the calculation:
DFT total energy in eV: -25596.415
HOMO in eV: -10.59
LUMO in eV: -4.736
Frontier orbital gap in eV: 5.8
Net charge: +1
Multiplicity: 1

---

Question: DFT total energy of number 2 (C18H26ClNO4S)?
Answer: -52126.679 eV

---

Question: multiplicity of number 4 (C18H26N3O)?
Answer: 1